Molecular formula: C5H15N2O
Method: DFT, the ωB97M-V functional and the def2-TZVPD basis

Last column: natural (NBO) charge in e.
Atoms and positions in Å:
C  0.30943  -2.05767  -2.53200  -0.6270
C  1.00467  -0.94771  -1.76338  -0.3904
C  -0.14140  -0.09115  -1.09742  -0.4276
C  0.17746  0.72440  0.14236  -0.0010
C  0.46689  2.02245  0.08627  0.0410
N  0.94847  2.84561  1.09287  -0.7847
N  -0.08863  -0.08706  1.33893  -0.6996
H  1.03534  -2.47121  -3.24661  0.2317
H  -0.51829  -1.78973  -3.18882  0.2229
H  0.02006  -2.85261  -1.85524  0.2095
H  1.68200  -1.29838  -0.98425  0.1928
H  1.57772  -0.17523  -2.27679  0.2185
H  -0.99694  -0.74012  -0.88659  0.1939
H  -0.52244  0.57633  -1.86611  0.2343
H  0.65296  2.44468  -0.88789  0.2303
H  0.70555  3.81239  0.99610  0.4031
H  0.87140  2.54256  2.05108  0.3684
H  0.45876  0.23986  2.13779  0.4280
H  -1.09437  -0.27555  1.57136  0.4782
H  0.21586  -1.05108  1.19669  0.4400
H  -2.77898  -2.10364  1.68679  0.5126
H  -2.28902  -1.60871  3.08407  0.5052
O  -2.08940  -1.60140  2.14036  -0.9797

HOMO energy = -12.5 eV
E = -383.998109 Eh
Total charge = +1
Energy relative to the best compared isomer or geometry (same formula, charge and spin) = 138.95 kJ/mol
Frontier orbital gap = 9.188 eV